1.
{"formula": "C5H6O2", "method": "ωB97M-V/def2-TZVPD", "symbols": ["C", "C", "O", "C", "O", "C", "C", "H", "H", "H", "H", "H", "H"], "positions_angstrom": [[-1.7965, -0.2276, -0.3005], [-0.5338, -0.0542, 0.5127], [0.3402, -1.2066, 0.4252], [1.6259, -0.7973, 0.2168], [2.5252, -1.5430, -0.0459], [1.6260, 0.6719, 0.1326], [0.3633, 1.0731, 0.0328], [-2.3543, -1.1225, -0.0150], [-2.4406, 0.6474, -0.1499], [-1.5360, -0.2894, -1.3591], [-0.7876, 0.0230, 1.5858], [2.4739, 1.2925, -0.1158], [0.4790, 1.5704, -0.9450]], "forces_ev_per_a": [[0.04, -0.08, -0.15], [-0.07, 0.19, -0.32], [0.10, -0.18, 0.17], [0.39, -0.40, 0.43], [-0.20, -0.09, 0.24], [0.59, -0.35, 0.67], [0.67, -0.48, -0.97], [0.14, 0.09, 0.00], [0.15, -0.16, -0.03], [-0.13, -0.06, 0.01], [0.15, 0.38, -0.44], [0.17, -0.41, -0.35], [-2.00, 1.54, 0.73]], "mulliken_charge": [-1.324, 0.612, -0.346, 0.431, -0.536, -0.366, -0.352, 0.347, 0.338, 0.335, 0.200, 0.394, 0.268], "e_lumo_ha": -0.003, "largest_force_ha_per_bohr": 0.051, "multiplicity": 1, "relative_energy_ev": 1.724, "energy_ha": -344.53856, "smiles": "C[C@@H]1C=CC(=O)O1"}

2.
{"formula": "C5H6O2", "method": "ωB97M-V/def2-TZVPD", "symbols": ["O", "C", "C", "C", "C", "C", "O", "H", "H", "H", "H", "H", "H"], "positions_angstrom": [[2.6369, 1.2839, -0.1181], [2.2517, -0.0463, -0.3917], [0.7952, -0.2168, -0.2970], [-0.3155, -0.2372, 0.1707], [-1.6571, -0.0499, 0.7620], [-2.3772, -0.4333, -0.4925], [-2.8725, 0.3715, -1.2362], [2.2223, 1.5426, 0.7154], [2.6818, -0.7513, 0.3336], [2.6472, -0.2873, -1.3775], [-1.7970, 1.0092, 1.0017], [-1.9202, -0.6672, 1.6391], [-2.2956, -1.5180, -0.7097]], "forces_ev_per_a": [[0.00, 0.12, 0.19], [0.01, -0.34, -0.19], [-0.41, 0.00, 0.60], [0.86, 0.34, 1.13], [0.42, 0.05, -0.30], [-1.07, 0.27, -0.28], [-0.09, -0.45, 0.02], [0.09, 0.01, -0.17], [0.13, 0.09, -0.16], [-0.06, 0.00, 0.02], [-0.09, -0.20, -0.12], [0.47, 0.01, -0.51], [-0.25, 0.11, -0.23]], "mulliken_charge": [-0.507, -0.512, 0.380, -0.235, -0.379, 0.034, -0.466, 0.326, 0.231, 0.297, 0.229, 0.261, 0.342], "e_lumo_ha": 0.026, "largest_force_ha_per_bohr": 0.028, "multiplicity": 1, "relative_energy_ev": 2.844, "energy_ha": -344.49740, "smiles": "O=CCC#CCO"}

3.
{"formula": "C5H6O2", "method": "ωB97M-V/def2-TZVPD", "symbols": ["C", "C", "O", "C", "O", "C", "C", "H", "H", "H", "H", "H", "H"], "positions_angstrom": [[1.5872, 0.4077, 0.4434], [0.1869, -0.1186, 0.7689], [-0.6844, 1.0006, 0.5695], [-1.4148, 0.8193, -0.5644], [-2.0099, 1.7113, -1.1032], [-1.2863, -0.6131, -0.9464], [-0.3642, -1.1703, -0.1671], [1.6369, 1.4309, 0.8265], [2.3914, -0.1745, 0.8979], [1.7359, 0.4519, -0.6404], [0.1177, -0.4371, 1.8154], [-1.8745, -1.0512, -1.7422], [-0.0472, -2.2087, -0.1701]], "forces_ev_per_a": [[0.10, -0.04, -0.01], [0.06, -0.06, 0.02], [-0.08, 0.14, -0.11], [-0.27, 0.20, -0.20], [0.06, -0.39, 0.24], [0.09, -0.08, 0.07], [-0.07, 0.15, -0.07], [0.11, -0.20, 0.03], [-0.14, -0.08, -0.09], [-0.02, -0.04, 0.16], [-0.05, 0.13, -0.12], [0.13, 0.04, 0.11], [0.08, 0.23, -0.03]], "mulliken_charge": [-1.222, 0.371, -0.366, 0.398, -0.555, -0.310, -0.482, 0.325, 0.375, 0.309, 0.337, 0.413, 0.406], "e_lumo_ha": 0.022, "largest_force_ha_per_bohr": 0.009, "multiplicity": 1, "relative_energy_ev": 0.161, "energy_ha": -344.59599, "smiles": "C[C@@H]1C=CC(=O)O1"}

4.
{"formula": "C5H6O2", "method": "ωB97M-V/def2-TZVPD", "symbols": ["C", "C", "O", "C", "O", "C", "C", "H", "H", "H", "H", "H", "H"], "positions_angstrom": [[-0.9867, -0.9988, -0.0070], [-0.0481, 0.1760, 0.2807], [1.1123, 0.1239, -0.5823], [2.0247, -0.7947, -0.2558], [1.9478, -1.5690, 0.6628], [-0.6763, 1.4804, 0.0577], [-1.2203, 2.5452, -0.0707], [-2.0236, -0.7198, 0.2084], [-0.7059, -1.8666, 0.5973], [-0.9106, -1.2640, -1.0678], [0.3098, 0.1248, 1.3140], [2.8697, -0.7334, -0.9567], [-1.6930, 3.4959, -0.1805]], "forces_ev_per_a": [[-0.08, -0.08, -0.02], [-0.15, -0.01, 0.12], [0.14, -0.05, 0.00], [0.08, -0.29, 0.28], [0.03, 0.35, -0.37], [-0.25, 0.48, -0.03], [0.22, -0.42, 0.04], [0.24, -0.08, 0.00], [-0.04, 0.18, -0.18], [-0.09, 0.08, 0.19], [-0.07, 0.02, -0.11], [-0.09, -0.03, 0.07], [0.07, -0.16, -0.01]], "mulliken_charge": [-1.262, 0.488, -0.308, 0.123, -0.480, -0.890, 0.254, 0.388, 0.329, 0.326, 0.219, 0.378, 0.436], "e_lumo_ha": 0.036, "largest_force_ha_per_bohr": 0.010, "multiplicity": 1, "relative_energy_ev": 1.895, "energy_ha": -344.53228, "smiles": "C#C[C@@H](C)OC=O"}

5.
{"formula": "C5H6O2", "method": "ωB97M-V/def2-TZVPD", "symbols": ["C", "C", "O", "C", "O", "C", "C", "H", "H", "H", "H", "H", "H"], "positions_angstrom": [[-1.1283, -1.0608, 0.6290], [-0.0295, -0.0552, 0.2918], [0.6682, -0.5396, -0.8795], [2.0071, -0.4541, -0.8616], [2.6853, -0.0165, 0.0306], [-0.5623, 1.2834, 0.0071], [-1.0303, 2.3642, -0.2398], [-2.0053, -0.9236, -0.0083], [-1.4348, -0.9402, 1.6716], [-0.7439, -2.0748, 0.4933], [0.6995, 0.0092, 1.1055], [2.3992, -0.8677, -1.8017], [-1.4387, 3.3261, -0.4623]], "forces_ev_per_a": [[-0.04, -0.01, 0.02], [-0.06, 0.02, 0.17], [0.11, 0.00, -0.04], [0.27, 0.12, 0.29], [-0.39, -0.20, -0.45], [-0.20, 0.47, -0.08], [0.20, -0.44, 0.11], [0.17, -0.03, 0.03], [0.01, 0.04, -0.15], [-0.02, 0.13, 0.07], [-0.13, 0.01, -0.11], [-0.02, 0.06, 0.09], [0.08, -0.18, 0.05]], "mulliken_charge": [-1.221, 0.350, -0.304, 0.129, -0.490, -0.828, 0.232, 0.329, 0.352, 0.336, 0.326, 0.358, 0.431], "e_lumo_ha": 0.036, "largest_force_ha_per_bohr": 0.012, "multiplicity": 1, "relative_energy_ev": 1.887, "energy_ha": -344.53255, "smiles": "C#C[C@@H](C)OC=O"}

6.
{"formula": "C5H6O2", "method": "ωB97M-V/def2-TZVPD", "symbols": ["C", "C", "O", "C", "O", "C", "C", "H", "H", "H", "H", "H", "H"], "positions_angstrom": [[1.4771, -0.0695, 1.4749], [0.2253, -0.1294, 0.6241], [0.5482, 0.4209, -0.6527], [-0.3680, 0.4704, -1.6310], [-0.1048, 0.9419, -2.7039], [-1.7274, -0.0862, -1.3288], [-2.2671, -0.6480, -0.2809], [1.8092, 0.9658, 1.5898], [1.2729, -0.4850, 2.4661], [2.2819, -0.6447, 1.0095], [-0.5860, 0.4535, 1.0808], [-2.4493, -0.0210, -2.1499], [-0.1121, -1.1687, 0.5021]], "forces_ev_per_a": [[0.03, 0.00, 0.02], [-0.13, -0.09, 0.17], [-0.07, 0.05, -0.21], [0.14, 0.15, -0.28], [-0.13, -0.20, 0.44], [-0.14, -0.21, 0.46], [0.30, 0.29, -0.53], [-0.05, -0.14, -0.01], [0.02, 0.05, -0.15], [-0.11, 0.07, 0.07], [0.11, -0.05, -0.06], [-0.01, -0.03, 0.07], [0.05, 0.11, 0.00]], "mulliken_charge": [-1.334, -0.248, -0.285, 0.526, -0.532, 0.123, -0.456, 0.325, 0.389, 0.324, 0.393, 0.392, 0.382], "e_lumo_ha": -0.033, "largest_force_ha_per_bohr": 0.013, "multiplicity": 1, "relative_energy_ev": 3.761, "energy_ha": -344.46370}

7.
{"formula": "C5H6O2", "method": "ωB97M-V/def2-TZVPD", "symbols": ["O", "C", "C", "O", "C", "C", "C", "H", "H", "H", "H", "H", "H"], "positions_angstrom": [[-0.7173, -2.6685, -0.9766], [-0.9554, -1.5429, -0.6126], [0.0179, -0.4033, -0.8165], [-0.6125, 0.8849, -0.8302], [0.2728, 1.4190, 0.1448], [0.3651, 0.2370, 1.7168], [0.8958, -0.0178, 0.4063], [-1.8931, -1.2788, -0.0810], [0.6039, -0.5818, -1.7255], [1.0118, 2.1302, -0.2316], [-0.2417, 1.8983, 0.9977], [-0.7237, 0.0372, 1.7093], [1.9763, -0.1136, 0.2991]], "forces_ev_per_a": [[-0.13, 0.55, 0.19], [0.13, -0.40, -0.10], [0.02, -0.18, -0.06], [-0.08, 0.02, -0.07], [0.00, 0.41, 0.12], [-0.08, -0.19, -0.24], [0.22, -0.13, 0.19], [0.08, -0.05, -0.08], [-0.07, 0.03, 0.12], [-0.04, -0.16, 0.02], [0.00, 0.04, -0.11], [0.15, 0.02, 0.02], [-0.20, 0.04, 0.00]], "mulliken_charge": [-0.459, -0.142, 0.111, -0.407, -0.347, -0.662, -0.100, 0.348, 0.423, 0.358, 0.253, 0.253, 0.370], "e_lumo_ha": 0.014, "largest_force_ha_per_bohr": 0.012, "multiplicity": 1, "relative_energy_ev": 5.456, "energy_ha": -344.40139}

8.
{"formula": "C5H6O2", "method": "ωB97M-V/def2-TZVPD", "symbols": ["C", "C", "C", "C", "C", "O", "O", "H", "H", "H", "H", "H", "H"], "positions_angstrom": [[0.5788, 1.0202, -0.4518], [-0.7406, 0.6838, -0.3632], [1.5613, 0.0538, -0.0464], [-1.1457, -0.7100, -0.4995], [1.0493, -1.1911, 0.5013], [1.7055, -1.2650, -0.6651], [-2.2993, -1.1048, -0.0186], [1.0141, 1.9629, -0.5578], [-1.4803, 1.3638, -0.3008], [2.4890, 0.3531, 0.1918], [-0.9340, -1.4313, -1.2400], [1.3419, -1.9323, 1.2354], [-2.6931, -0.4709, 0.5593]], "forces_ev_per_a": [[-0.86, -0.90, 0.67], [3.00, -2.98, -1.69], [-2.33, -1.09, -0.34], [2.30, 1.13, 1.68], [-1.94, -0.96, -0.59], [0.27, -0.74, -1.39], [-1.96, -1.04, 0.44], [-0.18, 1.75, -0.19], [-2.49, 2.46, 0.12], [3.12, 1.46, 0.93], [1.40, -0.05, -0.95], [0.03, 0.25, 0.55], [-0.37, 0.72, 0.77]], "mulliken_charge": [-0.787, -0.316, 0.251, -0.232, -0.570, -0.363, -0.478, 0.412, 0.501, 0.551, 0.461, 0.265, 0.304], "e_lumo_ha": [0.011, 0.020], "largest_force_ha_per_bohr": 0.089, "multiplicity": 1, "relative_energy_ev": 5.665, "energy_ha": -344.39372}